1.
DFT (ωB97M-V with the def2-TZVPD basis set) results for C26H68BO12P2S as an isolated structure at a distorted geometry.

```
! wB97M-V def2-TZVPD RIJCOSX def2/J DEFGRID3
* xyz 1 1
C 2.063 -0.744 1.313
O 2.165 0.535 1.936
C 0.889 1.111 2.071
C 0.382 1.712 0.749
C -0.789 0.987 0.097
C -1.971 0.886 1.041
C -3.270 0.595 0.301
S -4.344 -0.279 1.454
O -5.270 -1.236 0.555
B -4.554 -2.485 0.375
O -4.437 -3.299 1.449
O -4.018 -2.813 -0.813
P -5.804 0.964 2.399
P -5.796 2.935 1.428
O -6.674 3.756 2.175
O -6.307 2.731 -0.046
O -4.315 3.515 1.450
H 1.941 -0.610 0.242
H 2.949 -1.314 1.522
H 1.204 -1.292 1.694
H 0.202 0.397 2.521
H 1.005 1.912 2.784
H 0.083 2.732 0.945
H 1.203 1.758 0.047
H -0.461 0.000 -0.199
H -1.036 1.520 -0.811
H -2.048 1.791 1.623
H -1.782 0.068 1.723
H -3.078 -0.076 -0.520
H -3.704 1.487 -0.123
H -3.501 -3.235 1.713
H -3.298 -2.245 -1.124
H -5.280 1.202 3.686
H -5.792 2.104 -0.582
H -3.917 3.619 0.570
C 5.053 2.567 -3.848
C 4.039 3.282 -2.972
O 3.506 2.476 -1.936
C 4.438 1.982 -0.989
C 5.171 3.067 -0.221
H 4.632 1.640 -4.240
H 5.340 3.206 -4.683
H 5.961 2.311 -3.299
H 3.184 3.576 -3.583
H 4.464 4.204 -2.561
H 5.149 1.300 -1.469
H 3.857 1.382 -0.286
H 5.827 3.651 -0.868
H 5.786 2.624 0.562
H 4.461 3.757 0.238
C -9.179 -1.821 7.583
C -8.775 -0.500 6.953
O -7.537 -0.550 6.257
C -7.473 -1.446 5.170
C -8.464 -1.141 4.058
H -8.379 -2.201 8.219
H -10.076 -1.689 8.186
H -9.395 -2.582 6.831
H -8.637 0.246 7.734
H -9.567 -0.124 6.297
H -7.582 -2.481 5.511
H -6.454 -1.355 4.781
H -9.496 -1.291 4.370
H -8.281 -1.794 3.203
H -8.366 -0.102 3.738
C 3.722 3.340 -7.590
C 2.210 3.482 -7.571
O 1.712 4.121 -6.408
C 2.157 5.448 -6.191
C 1.776 6.416 -7.298
H 4.066 2.849 -6.679
H 4.039 2.750 -8.450
H 4.219 4.310 -7.652
H 1.755 2.492 -7.577
H 1.858 3.995 -8.473
H 3.239 5.465 -6.018
H 1.687 5.763 -5.258
H 2.282 6.181 -8.235
H 2.052 7.433 -7.019
H 0.702 6.381 -7.483
C 1.932 -5.323 1.453
C 0.977 -4.730 2.474
O 0.014 -3.847 1.912
C -0.862 -4.412 0.958
C -1.745 -5.534 1.486
H 2.406 -4.533 0.867
H 2.705 -5.901 1.957
H 1.421 -5.989 0.756
H 1.538 -4.127 3.187
H 0.481 -5.518 3.049
H -0.308 -4.740 0.073
H -1.500 -3.581 0.632
H -1.175 -6.424 1.752
H -2.468 -5.823 0.723
H -2.284 -5.209 2.378
C 6.710 -2.561 -2.377
C 5.692 -1.837 -1.513
O 5.149 -2.629 -0.472
C 6.071 -3.117 0.486
C 6.808 -2.025 1.243
H 6.288 -3.489 -2.766
H 7.008 -1.931 -3.214
H 7.610 -2.817 -1.816
H 4.845 -1.542 -2.133
H 6.116 -0.914 -1.100
H 6.779 -3.810 0.019
H 5.477 -3.705 1.188
H 7.472 -1.456 0.591
H 7.416 -2.462 2.035
H 6.100 -1.324 1.689
*
```

Properties
HOMO (eV): -11.15
Kohn-Sham gap (eV): 7.2
E_tot (Ha): -3039.8448


2.
DFT (ωB97M-V with the def2-TZVPD basis set) results for C26H68Mn2N4O14S as an isolated structure at a distorted geometry.

```
! wB97M-V def2-TZVPD RIJCOSX def2/J DEFGRID3
* xyz 2 11
Mn 1.027 -9.064 -28.928
Mn 3.058 -7.900 -23.632
S 1.628 -7.664 -26.693
O 0.867 -6.462 -26.363
O 2.208 -7.537 -28.054
O 2.605 -7.921 -25.623
O 0.758 -8.880 -26.892
C 5.051 -6.406 -29.298
O 6.318 -5.962 -28.895
C 6.997 -5.209 -29.882
C 8.461 -5.098 -29.514
N 9.229 -6.253 -29.901
C 8.993 -7.432 -29.063
C 10.081 -8.462 -29.302
O 11.328 -7.843 -29.362
C 12.403 -8.760 -29.349
H 5.049 -6.947 -30.253
H 4.383 -5.535 -29.375
H 4.666 -7.034 -28.494
H 6.551 -4.206 -29.915
H 6.898 -5.683 -30.865
H 8.507 -4.911 -28.423
H 8.846 -4.185 -29.970
H 10.233 -6.128 -29.846
H 8.014 -7.893 -29.221
H 8.927 -7.101 -28.004
H 9.842 -8.917 -30.281
H 10.026 -9.277 -28.568
H 12.383 -9.384 -30.254
H 12.293 -9.461 -28.512
H 13.349 -8.237 -29.301
C 4.764 -5.555 -25.073
O 4.700 -6.771 -24.296
C 5.627 -7.775 -24.755
C 5.560 -8.965 -23.813
N 4.248 -9.647 -23.627
C 4.411 -10.707 -22.597
C 5.229 -11.897 -23.104
O 4.788 -12.147 -24.413
C 5.395 -13.270 -25.057
H 4.406 -5.705 -26.091
H 5.801 -5.215 -25.075
H 4.179 -4.797 -24.561
H 6.642 -7.383 -24.771
H 5.300 -8.044 -25.766
H 5.931 -8.575 -22.856
H 6.382 -9.630 -24.095
H 4.118 -10.207 -24.479
H 3.433 -11.042 -22.254
H 4.945 -10.336 -21.719
H 5.092 -12.729 -22.412
H 6.284 -11.604 -23.176
H 6.483 -13.209 -25.094
H 4.995 -13.236 -26.069
H 5.041 -14.184 -24.579
C 3.840 -10.283 -28.072
O 2.951 -10.063 -29.150
C 3.671 -9.809 -30.371
C 2.659 -9.397 -31.422
N 1.790 -8.313 -30.888
C 0.457 -8.276 -31.561
C -0.401 -7.274 -30.828
O -0.505 -7.655 -29.437
C -1.622 -7.035 -28.788
H 4.397 -11.215 -28.214
H 3.255 -10.394 -27.160
H 4.571 -9.477 -27.966
H 4.245 -10.664 -30.732
H 4.355 -8.981 -30.172
H 2.003 -10.246 -31.627
H 3.158 -9.069 -32.334
H 2.154 -7.388 -31.103
H 0.005 -9.266 -31.399
H 0.454 -8.143 -32.644
H -1.418 -7.341 -31.239
H -0.165 -6.210 -30.927
H -1.501 -5.956 -28.857
H -1.664 -7.389 -27.761
H -2.572 -7.346 -29.234
C 0.610 -14.704 -23.048
O 0.255 -13.388 -23.449
C 1.342 -12.576 -23.728
C 1.071 -11.636 -24.885
N 0.235 -10.473 -24.615
C -1.179 -10.831 -24.390
C -1.977 -9.603 -23.996
O -3.059 -9.513 -24.935
C -3.761 -8.292 -24.870
H 1.145 -14.670 -22.097
H 1.159 -15.209 -23.847
H -0.320 -15.256 -22.929
H 2.253 -13.106 -24.046
H 1.604 -11.960 -22.852
H 0.763 -12.223 -25.775
H 2.041 -11.255 -25.255
H 0.278 -9.883 -25.442
H -1.251 -11.601 -23.630
H -1.608 -11.211 -25.323
H -1.393 -8.676 -24.067
H -2.421 -9.708 -23.001
H -4.757 -8.452 -25.273
H -3.231 -7.520 -25.443
H -3.848 -7.956 -23.830
C 1.588 -3.841 -28.282
O 1.406 -3.838 -26.884
H 2.139 -2.972 -28.619
H 2.147 -4.739 -28.612
H 0.625 -3.963 -28.801
H 1.081 -4.715 -26.642
C 0.502 -6.152 -22.922
O 1.695 -6.190 -23.731
H -0.264 -6.795 -23.364
H 0.729 -6.543 -21.931
H 0.073 -5.159 -22.804
H 1.407 -6.076 -24.661
*
```

Properties
⟨S²⟩: 30.01
Energy relative to the best compared isomer or geometry (same formula, charge and spin) (kJ/mol): 0.00
HOMO (spin up / spin down) (eV): -12.10 / -12.10
Kohn-Sham gap (spin up / spin down) (eV): 7.1 / 6.4
E_tot (Ha): -5003.4527


3.
DFT (ωB97M-V with the def2-TZVPD basis set) results for a 7-piece molecular cluster, C26H69N3O10 overall at a distorted geometry.

```
! wB97M-V def2-TZVPD RIJCOSX def2/J DEFGRID3
* xyz 0 1
C 7.209 6.166 -0.182
O 7.367 4.998 0.592
C 6.225 4.706 1.447
C 6.314 3.207 2.064
N 5.066 2.742 2.699
C 5.143 1.401 3.196
C 4.020 0.581 2.454
O 3.785 -0.597 2.680
C 3.221 -0.840 3.975
H 7.452 6.987 0.483
H 6.153 6.296 -0.471
H 7.815 6.286 -1.113
H 5.313 4.791 1.025
H 6.160 5.431 2.279
H 7.117 3.249 2.828
H 6.620 2.603 1.300
H 5.046 3.480 3.468
H 5.218 1.413 4.283
H 6.074 0.911 2.871
H 4.224 0.582 1.396
H 3.066 1.166 2.645
H 3.826 -0.413 4.761
H 2.953 -1.993 4.075
H 2.257 -0.389 4.063
C -5.229 -4.140 -3.969
O -4.929 -3.528 -2.691
C -4.561 -4.413 -1.661
C -4.405 -3.550 -0.462
N -4.041 -4.292 0.776
C -4.316 -3.567 1.967
C -3.507 -2.345 2.235
O -3.532 -1.879 3.416
C -2.677 -0.810 3.688
H -5.824 -5.021 -4.010
H -4.203 -4.400 -4.313
H -5.649 -3.391 -4.649
H -3.637 -5.022 -1.811
H -5.316 -5.118 -1.525
H -5.356 -3.011 -0.326
H -3.711 -2.893 -0.774
H -3.082 -4.555 0.762
H -4.210 -4.198 2.910
H -5.383 -3.355 2.038
H -3.621 -1.560 1.408
H -2.476 -2.649 2.195
H -1.715 -0.886 3.100
H -2.512 -0.875 4.794
H -3.154 0.169 3.514
C -2.892 -2.550 -6.185
O -2.543 -2.721 -4.814
C -1.929 -1.592 -4.343
C -1.836 -1.895 -2.857
N -1.114 -0.864 -2.064
C -1.871 0.328 -1.709
C -3.026 0.152 -0.744
O -3.680 1.101 -0.467
C -4.545 0.998 0.615
H -3.440 -3.433 -6.409
H -2.068 -2.208 -6.811
H -3.572 -1.706 -6.108
H -2.556 -0.703 -4.528
H -1.058 -1.258 -4.914
H -1.154 -2.762 -2.758
H -2.759 -2.325 -2.489
H -0.345 -0.597 -2.702
H -2.056 0.942 -2.578
H -1.201 0.883 -1.134
H -2.655 -0.184 0.212
H -3.657 -0.745 -1.066
H -5.266 0.271 0.560
H -5.248 1.800 0.699
H -4.049 0.838 1.595
C 1.773 2.556 0.031
C 2.517 3.627 0.640
O 2.077 4.847 0.092
H 0.627 2.681 0.068
H 1.981 1.583 0.531
H 1.969 2.365 -1.034
H 3.530 3.462 0.548
H 2.475 3.850 1.687
H 2.661 5.568 0.299
C 0.927 -0.801 0.539
C -0.082 -1.757 0.986
O -0.346 -2.544 -0.138
H 1.215 -0.165 1.404
H 0.687 -0.196 -0.405
H 1.840 -1.330 0.361
H -0.908 -1.178 1.137
H 0.304 -2.327 1.871
H -0.586 -1.921 -0.852
C 1.800 -1.296 -3.561
C 1.714 0.114 -3.278
O 0.470 0.611 -3.682
H 2.795 -1.605 -3.261
H 1.605 -1.717 -4.538
H 1.289 -2.058 -2.849
H 2.560 0.619 -3.788
H 1.887 0.217 -2.205
H 0.495 1.606 -3.682
C -0.870 2.004 1.849
C -0.085 1.460 2.978
O -0.336 2.007 4.203
H -0.661 3.053 1.833
H -1.868 1.882 2.228
H -0.739 1.600 0.854
H 0.875 1.887 2.793
H -0.009 0.371 3.085
H 0.340 1.680 4.822
*
```

Properties
SMILES string: COCCNCCOC.COCCNCCOC.COCCNCCOC.CCO.CCO.CCO.CCO
Energy relative to the best compared isomer or geometry (same formula, charge and spin) (kJ/mol): 850.43
HOMO (eV): -8.47
Kohn-Sham gap (eV): 8.9
E_tot (Ha): -1948.1777


4.
DFT (ωB97M-V with the def2-TZVPD basis set) results for C26H6Cl5F15GeN2O2OsS as an isolated structure at a distorted geometry.

```
! wB97M-V def2-TZVPD RIJCOSX def2/J DEFGRID3
* xyz 2 1
Os -0.545 0.652 -0.050
C 1.168 1.041 -4.509
O 1.543 0.036 -3.511
C 1.028 0.116 -2.343
O 0.216 1.010 -1.974
N 1.431 -0.837 -1.466
N 0.851 -0.812 -0.169
H 1.785 0.806 -5.368
H 1.390 2.031 -4.117
H 0.110 0.926 -4.736
H 2.092 -1.565 -1.711
H 1.590 -0.654 0.527
H 0.422 -1.725 0.016
F 1.563 5.900 3.529
C 2.211 5.711 2.382
C 1.679 4.885 1.404
C 2.397 4.755 0.226
F 1.908 3.942 -0.735
C 3.594 5.404 -0.005
F 4.249 5.245 -1.143
C 4.104 6.231 0.996
F 5.241 6.863 0.806
C 3.413 6.383 2.195
F 3.898 7.163 3.140
Ge -0.005 3.953 1.519
S 0.787 1.784 1.165
C -1.159 4.390 0.012
C -2.010 3.496 -0.583
F -2.101 2.206 -0.060
C -2.870 3.772 -1.627
F -3.653 2.837 -2.140
C -2.888 5.080 -2.111
F -3.690 5.402 -3.103
C -2.056 6.039 -1.535
F -2.074 7.277 -1.985
C -1.212 5.681 -0.489
F -0.439 6.624 0.051
C -0.937 4.073 3.194
C -0.290 3.598 4.324
F 0.884 2.969 4.160
C -0.810 3.727 5.598
F -0.176 3.241 6.649
C -2.034 4.379 5.750
F -2.556 4.518 6.949
C -2.712 4.870 4.636
F -3.873 5.481 4.783
C -2.160 4.700 3.374
F -2.846 5.165 2.324
Cl -2.385 -0.720 -1.210
C -2.650 -0.998 0.529
C -1.723 -0.326 1.284
C -1.772 -0.523 2.658
Cl -0.604 0.210 3.695
C -2.784 -1.330 3.213
Cl -2.875 -1.521 4.908
C -3.713 -1.986 2.394
Cl -4.921 -2.985 3.074
C -3.648 -1.837 1.006
Cl -4.722 -2.614 -0.063
*
```

Properties
Energy relative to the best compared isomer or geometry (same formula, charge and spin) (kJ/mol): 0.00
HOMO (eV): -14.48
Kohn-Sham gap (eV): 5.6
E_tot (Ha): -7618.4442


5.
DFT (ωB97M-V with the def2-TZVPD basis set) results for a 5-piece molecular cluster, C26H70BN4O2P overall at a distorted geometry.

```
! wB97M-V def2-TZVPD RIJCOSX def2/J DEFGRID3
* xyz 0 1
C 4.909 -0.465 -2.678
C 3.720 0.404 -3.226
O 2.841 0.603 -2.119
B 1.486 0.719 -2.517
O 0.966 2.054 -2.648
P 0.273 -0.767 -2.842
H 5.363 -1.102 -3.450
H 4.473 -1.058 -1.852
H 5.652 0.196 -2.201
H 3.260 -0.124 -4.081
H 4.170 1.346 -3.588
H 0.988 2.384 -1.744
H 1.031 -1.233 -3.980
H 0.484 -1.184 -1.468
H -0.834 0.123 -3.087
H -0.595 -1.939 -3.024
C 2.334 5.259 -4.313
C 3.648 6.009 -4.479
N 4.258 6.391 -3.215
C 5.343 7.350 -3.369
C 6.592 6.900 -4.131
C 4.499 5.313 -2.270
C 5.367 4.140 -2.727
H 1.633 5.822 -3.695
H 1.872 5.105 -5.290
H 2.479 4.274 -3.866
H 3.435 6.921 -5.044
H 4.326 5.407 -5.100
H 5.643 7.708 -2.380
H 4.937 8.232 -3.875
H 7.205 6.220 -3.541
H 7.213 7.771 -4.358
H 6.349 6.423 -5.081
H 3.530 4.911 -1.958
H 4.923 5.733 -1.353
H 5.091 3.782 -3.721
H 5.241 3.302 -2.035
H 6.427 4.391 -2.730
C -4.292 -3.778 2.640
C -3.124 -2.837 2.906
N -1.898 -3.242 2.241
C -0.720 -2.534 2.720
C -0.652 -1.023 2.485
C -1.984 -3.415 0.799
C -2.449 -2.221 -0.037
H -4.032 -4.808 2.888
H -5.145 -3.488 3.255
H -4.616 -3.741 1.598
H -2.945 -2.840 3.986
H -3.421 -1.813 2.640
H 0.175 -2.996 2.292
H -0.640 -2.712 3.798
H -0.439 -0.783 1.444
H 0.159 -0.598 3.081
H -1.570 -0.515 2.783
H -2.659 -4.252 0.597
H -1.015 -3.756 0.423
H -3.327 -1.730 0.386
H -2.721 -2.561 -1.040
H -1.660 -1.478 -0.158
C 2.650 -2.724 10.143
C 2.687 -2.535 8.633
N 1.635 -3.256 7.939
C 1.836 -3.327 6.499
C 1.813 -2.017 5.709
C 0.275 -2.968 8.369
C -0.205 -1.516 8.303
H 2.659 -3.782 10.409
H 3.528 -2.257 10.595
H 1.770 -2.259 10.592
H 3.652 -2.915 8.282
H 2.673 -1.460 8.406
H 1.098 -4.011 6.069
H 2.803 -3.811 6.322
H 0.801 -1.625 5.602
H 2.193 -2.193 4.699
H 2.443 -1.248 6.158
H 0.168 -3.313 9.402
H -0.417 -3.598 7.803
H 0.528 -0.816 8.707
H -1.118 -1.406 8.894
H -0.449 -1.213 7.285
C -7.713 -1.921 -3.489
C -6.553 -0.968 -3.235
N -5.326 -1.366 -3.905
C -4.153 -0.643 -3.435
C -4.100 0.867 -3.678
C -5.419 -1.548 -5.345
C -5.900 -0.364 -6.188
H -7.442 -2.947 -3.236
H -8.566 -1.636 -2.871
H -8.043 -1.894 -4.529
H -6.368 -0.963 -2.157
H -6.861 0.052 -3.505
H -3.256 -1.100 -3.866
H -4.064 -0.815 -2.357
H -3.896 1.105 -4.721
H -3.289 1.304 -3.089
H -5.021 1.369 -3.376
H -6.087 -2.393 -5.537
H -4.448 -1.882 -5.723
H -6.780 0.120 -5.762
H -6.174 -0.713 -7.186
H -5.121 0.387 -6.319
*
```

Properties
SMILES string: CCOB(O)[PH4].CCN(CC)CC.CCN(CC)CC.CCN(CC)CC.CCN(CC)CC
Energy relative to the best compared isomer or geometry (same formula, charge and spin) (kJ/mol): 61.17
HOMO (eV): -7.78
Kohn-Sham gap (eV): 8.1
E_tot (Ha): -1768.1822